Entry 1:
Below is a molecular structure, C21H20Cl2CrN6O5S in a non-equilibrium geometry, with properties calculated with ωB97M-V with the def2-TZVPD basis set.

CARTESIAN COORDINATES (ANGSTROEM)
Cr: -0.265 0.084 0.408
Cl: -2.182 -4.524 -1.690
Cl: -1.291 -2.038 -2.912
S: 1.772 1.607 1.950
O: 1.499 0.327 1.244
O: 1.457 2.749 0.814
O: 0.815 1.777 3.004
O: -0.612 -1.740 1.618
O: 3.142 1.776 2.263
N: 0.674 1.578 -1.728
N: -2.084 -0.487 -0.202
N: 2.282 -2.010 -2.403
N: 0.016 1.614 -0.596
N: 0.814 -0.673 -1.170
N: -1.266 1.404 1.571
C: -2.136 -3.584 -3.177
C: 1.046 0.383 -2.068
C: -2.117 1.209 2.574
C: -2.210 3.539 3.075
C: -4.001 -1.825 0.331
C: 1.757 0.138 -3.303
C: -1.696 -2.495 1.103
C: 0.170 2.766 0.228
C: 1.464 -1.777 -1.360
C: 3.129 -1.391 -4.594
C: 3.193 -0.454 -5.612
C: -2.618 2.242 3.345
C: -4.841 -0.950 -0.346
C: 2.532 0.760 -5.489
C: -4.262 0.137 -0.989
C: -1.312 3.748 2.040
C: -0.871 2.656 1.313
C: -2.640 -1.564 0.384
C: 2.405 -1.098 -3.450
C: -2.896 0.320 -0.901
C: 1.828 1.066 -4.339
H: -4.862 0.839 -1.545
H: -2.568 4.367 3.666
H: -2.221 -3.015 1.915
H: 0.066 -2.323 1.980
H: -1.600 -4.157 -3.932
H: -3.309 2.037 4.147
H: 0.122 3.705 -0.342
H: 2.782 -2.885 -2.479
H: 3.756 -0.676 -6.505
H: -1.338 -3.246 0.383
H: 1.353 -2.578 -0.640
H: 1.328 2.012 -4.219
H: -2.407 1.134 -1.416
H: -3.158 -3.370 -3.485
H: -0.940 4.733 1.809
H: 2.573 1.470 -6.299
H: -5.905 -1.122 -0.381
H: 3.641 -2.338 -4.682
H: -2.404 0.182 2.762
H: -4.401 -2.698 0.822

Results
E   -3879.868902 Ha
HOMO level (spin up / spin down)   -0.3990 / -0.3756 Ha
Net charge   +1
Spin multiplicity   2
Kohn-Sham gap (spin up / spin down)   0.24712 / 0.27022 hartree
<S²>   1.11
ΔE to the lowest compared entry with this formula, charge and spin   6.8 kcal per mole

Entry 2:
Below is C4H10N2O in the gas phase in a non-equilibrium geometry, with properties calculated with ωB97M-V with the def2-TZVPD basis set.

CARTESIAN COORDINATES (ANGSTROEM)
O: -2.178 0.539 0.442
N: -0.004 -2.211 -1.955
N: -0.414 -0.818 -0.071
C: 0.380 -0.981 -1.300
C: 0.503 1.262 2.057
C: -0.008 1.509 0.639
C: -0.992 0.425 0.224
H: 0.819 1.623 -0.061
H: 0.977 2.169 2.425
H: 0.782 -2.669 -2.394
H: -0.712 -2.069 -2.661
H: 1.199 0.430 2.124
H: -0.607 2.422 0.641
H: -0.349 1.054 2.706
H: 1.432 -1.023 -1.027
H: -1.059 -1.568 0.138
H: 0.231 -0.097 -1.926

Results
E   -343.159976 Ha
SMILES   CCC(=O)NCN
HOMO level   -0.3429 Ha
Kohn-Sham gap   0.37381 hartree
ΔE to the lowest compared entry with this formula, charge and spin   26.0 kcal per mole

Entry 3:
Below is C6H14O in the gas phase, with properties calculated with ωB97M-V with the def2-TZVPD basis set.

CARTESIAN COORDINATES (ANGSTROEM)
O: 4.021 0.679 0.083
C: 0.390 -0.099 -0.515
C: -0.846 -0.180 0.379
C: -2.156 0.053 -0.371
C: -3.369 0.067 0.556
C: 1.704 -0.125 0.266
C: 2.935 0.096 -0.615
H: 2.691 0.803 -1.415
H: 0.368 -0.912 -1.255
H: 0.350 0.838 -1.089
H: -2.286 -0.722 -1.139
H: 1.797 -1.071 0.818
H: -4.299 0.243 0.005
H: 3.243 -0.847 -1.095
H: 4.238 0.104 0.826
H: -0.881 -1.157 0.883
H: 1.692 0.680 1.012
H: -2.094 1.009 -0.908
H: -3.470 -0.887 1.087
H: -0.755 0.570 1.177
H: -3.273 0.857 1.310

Results
E   -312.240627 Ha
SMILES   CCCCCCO
HOMO level   -0.3737 Ha
Kohn-Sham gap   0.41228 hartree
ΔE to the lowest compared entry with this formula, charge and spin   9.0 kcal per mole

Entry 4:
Below is 2 unconnected molecules or ions with the total composition C6H12N in a non-equilibrium geometry, with properties calculated with ωB97M-V with the def2-TZVPD basis set.

CARTESIAN COORDINATES (ANGSTROEM)
N: -1.729 0.795 -0.906
C: 1.306 -0.162 1.297
C: -2.619 -0.430 1.078
C: 1.166 0.006 -0.086
C: 1.126 1.292 -0.750
C: -2.289 0.202 -0.050
C: 0.958 -1.152 -0.966
H: 1.395 1.336 -1.857
H: -0.082 -0.770 -1.221
H: 0.065 1.404 -0.794
H: 1.626 -1.287 -1.905
H: 0.868 -2.040 -0.398
H: 1.641 2.029 -0.044
H: 1.280 -1.210 1.661
H: -2.122 0.802 -1.865
H: -3.133 0.075 1.848
H: -2.337 -1.476 1.175
H: 2.215 0.305 1.649
H: 0.666 0.281 2.134

Results
E   -290.181702 Ha
HOMO level   -0.4735 Ha
Net charge   +1
Kohn-Sham gap   0.27102 hartree
ΔE to the lowest compared entry with this formula, charge and spin   88.0 kcal per mole

Entry 5:
Below is 3 unconnected molecules or ions with the total composition C3H13NO3 in a non-equilibrium geometry, with properties calculated with ωB97M-V with the def2-TZVPD basis set.

CARTESIAN COORDINATES (ANGSTROEM)
O: 0.140 -3.042 -0.740
O: 2.236 0.178 -3.285
O: 0.656 -0.332 -0.273
N: -1.024 -0.238 2.063
C: -1.719 2.094 1.484
C: -0.581 1.057 1.608
C: -0.315 0.752 0.104
H: 0.759 -3.169 -1.445
H: -1.275 0.453 -0.350
H: 1.037 -0.856 0.345
H: 2.538 1.097 -3.422
H: -2.183 2.534 2.318
H: -0.279 -0.949 1.924
H: -0.123 1.572 -0.571
H: 3.025 -0.250 -3.054
H: 0.256 -2.215 -0.167
H: -1.660 -0.643 1.313
H: -1.271 3.115 0.965
H: 0.331 1.598 2.036
H: -2.561 1.529 0.872

Results
E   -402.437905 Ha
HOMO level (spin up / spin down)   0.0346 / -0.2249 Ha
Net charge   -1
Spin multiplicity   2
Kohn-Sham gap (spin up / spin down)   0.10113 / 0.35808 hartree
<S²>   0.75
ΔE to the lowest compared entry with this formula, charge and spin   53.0 kcal per mole

Entry 6:
Below is 2 unconnected molecules or ions with the total composition C4H5Cl in a non-equilibrium geometry, with properties calculated with ωB97M-V with the def2-TZVPD basis set.

CARTESIAN COORDINATES (ANGSTROEM)
Cl: 2.871 0.602 0.107
C: 0.441 -0.100 -0.571
C: -0.248 0.968 0.192
C: 0.677 -2.568 0.183
C: 0.602 -1.434 -0.182
H: 0.461 1.816 0.544
H: -0.993 1.398 -0.576
H: 0.845 -3.513 0.417
H: -0.724 0.690 1.063
H: 0.801 0.162 -1.721

Results
E   -615.445058 Ha
HOMO level (spin up / spin down)   -0.3453 / -0.3454 Ha
Kohn-Sham gap (spin up / spin down)   0.27106 / 0.27109 hartree
ΔE to the lowest compared entry with this formula, charge and spin   69.4 kcal per mole